DFT (ωB97M-V with the def2-TZVPD basis set) results for one molecule with the formula C4H8N2S at a distorted geometry.

```
15
C4H8N2S | OMol25 | ωB97M-V with the def2-TZVPD basis set
C -2.115 0.653 1.587
C -2.029 -0.558 0.655
C -0.816 -0.925 0.284
S 0.516 0.188 0.151
C 1.102 -0.227 -1.435
N 2.187 0.084 -1.880
N 3.070 0.906 -1.214
H -3.357 0.793 1.779
H -1.528 1.437 1.050
H -1.508 0.394 2.561
H -2.647 -1.432 0.578
H -0.765 -1.925 -0.180
H 0.517 -0.955 -2.010
H 4.067 1.053 -1.680
H 3.308 0.515 -0.245
```

Values from the calculation:
HOMO, eV: -8.279
Frontier orbital gap, eV: 9.11
SMILES: C/C=C\S/C=N\N
ΔE to the lowest compared entry with this formula, charge and spin, kcal per mole: 93.4
LUMO, eV: 0.83